(1)
ORCA calculation (ωB97M-V/def2-TZVPD) on a 2-piece molecular cluster, C3H5NO overall.

Cartesian coordinates (Å):
C 1.161 -0.117 -0.205
C 0.043 1.028 -0.173
C -0.943 -0.223 0.056
H 0.037 1.517 0.776
H -0.122 1.690 -1.051
H -1.814 -0.298 -0.718
H -1.282 -0.329 1.163
H 0.335 -2.127 0.588
N 0.216 -1.093 -0.445
O 2.369 -0.048 0.009

HOMO level: -9.9 eV
E_LUMO: -0.1 eV
Charge: 0
Energy above the lowest of the compared OMol25 structures with the same formula, charge and spin: 72.6 kcal/mol
Energy: -247.19156 Ha

=====

(2)
ORCA calculation (ωB97M-V/def2-TZVPD) on a 14-piece molecular cluster, C56H84O34 overall.

Cartesian coordinates (Å):
O -22.371 -1.584 -1.023
C -22.653 -2.714 -0.665
O -22.571 -3.724 -1.506
C -23.312 -4.875 -1.046
C -23.758 -4.566 0.389
C -23.258 -3.171 0.578
H -22.763 -5.776 -1.265
H -24.252 -4.933 -1.662
H -23.308 -5.317 1.101
H -24.825 -4.564 0.545
H -22.458 -3.059 1.354
H -24.002 -2.456 0.838
O -22.997 -5.422 -4.376
C -24.008 -6.032 -4.363
O -24.018 -7.348 -4.029
C -25.362 -7.736 -3.901
C -26.182 -6.429 -3.770
C -25.372 -5.591 -4.706
H -25.420 -8.318 -2.974
H -25.594 -8.323 -4.773
H -26.115 -6.021 -2.769
H -27.245 -6.405 -4.051
H -25.568 -4.574 -4.646
H -25.459 -5.858 -5.792
O -25.918 -0.153 -1.101
C -25.133 0.575 -0.541
O -25.386 0.986 0.730
C -24.383 1.946 1.165
C -23.207 1.842 0.224
C -23.813 1.247 -1.013
H -24.105 1.608 2.180
H -24.886 2.913 1.293
H -22.429 1.155 0.647
H -22.679 2.754 0.012
H -23.105 0.520 -1.470
H -24.014 1.975 -1.786
O -24.895 2.694 -4.198
C -23.858 3.342 -4.102
O -23.513 3.962 -2.938
C -22.232 4.630 -3.103
C -22.089 4.888 -4.606
C -22.929 3.758 -5.231
H -21.462 3.949 -2.727
H -22.283 5.586 -2.590
H -20.991 4.777 -4.865
H -22.520 5.863 -4.901
H -22.233 2.960 -5.596
H -23.524 4.106 -6.068
O -20.435 1.588 -2.940
C -20.292 0.376 -2.961
O -21.022 -0.394 -3.750
C -20.591 -1.822 -3.631
C -19.624 -1.952 -2.472
C -19.439 -0.521 -2.042
H -20.192 -2.180 -4.572
H -21.568 -2.257 -3.461
H -18.767 -2.514 -2.864
H -20.131 -2.457 -1.620
H -18.388 -0.211 -2.084
H -19.747 -0.436 -0.985
O -30.746 0.392 -2.578
C -29.893 1.150 -2.927
O -29.968 1.837 -4.146
C -28.757 2.592 -4.322
C -28.215 2.931 -2.904
C -28.680 1.683 -2.145
H -29.010 3.463 -4.965
H -28.035 1.898 -4.892
H -28.748 3.820 -2.570
H -27.121 3.069 -2.908
H -28.947 1.864 -1.112
H -27.939 0.905 -2.274
O -27.492 -1.658 -5.699
C -26.406 -1.494 -5.171
O -25.617 -2.587 -5.077
C -24.300 -2.077 -4.465
C -24.279 -0.611 -4.818
C -25.746 -0.205 -4.747
H -23.548 -2.737 -4.927
H -24.347 -2.243 -3.384
H -23.900 -0.373 -5.873
H -23.533 -0.089 -4.198
H -26.131 0.638 -5.385
H -26.067 0.052 -3.740
O -23.491 -0.050 -8.341
C -24.242 -0.944 -8.602
O -23.944 -2.202 -8.150
C -24.979 -3.131 -8.558
C -26.178 -2.251 -8.872
C -25.584 -0.947 -9.342
H -25.044 -3.844 -7.737
H -24.474 -3.625 -9.462
H -26.769 -2.115 -7.960
H -26.837 -2.702 -9.609
H -26.069 -0.054 -9.055
H -25.342 -0.769 -10.375
C -29.754 -1.314 0.335
C -28.291 -1.314 0.280
C -27.675 -2.211 1.356
O -26.598 -2.838 0.665
C -26.727 -2.720 -0.718
O -25.987 -3.296 -1.460
O -27.815 -1.973 -0.970
H -29.996 -0.559 1.067
H -30.067 -2.272 0.642
H -30.213 -1.152 -0.641
H -27.839 -0.326 0.290
H -28.352 -3.041 1.675
H -27.354 -1.612 2.164
C -30.680 0.288 -7.019
C -30.034 -0.160 -8.322
C -30.875 0.119 -9.558
O -30.090 1.077 -10.291
C -28.917 1.340 -9.675
O -28.048 2.105 -10.066
O -28.761 0.567 -8.580
H -29.984 0.455 -6.217
H -31.418 -0.426 -6.598
H -31.297 1.210 -7.203
H -29.714 -1.200 -8.285
H -31.820 0.555 -9.192
H -31.056 -0.808 -10.120
C -19.203 -4.443 -5.951
C -19.633 -4.314 -7.376
C -20.781 -3.301 -7.703
O -20.276 -2.537 -8.767
C -18.948 -2.765 -8.973
O -18.306 -2.106 -9.751
O -18.516 -3.730 -8.247
H -18.740 -3.558 -5.536
H -18.483 -5.236 -5.692
H -20.091 -4.686 -5.403
H -19.733 -5.262 -7.902
H -20.919 -2.632 -6.818
H -21.720 -3.808 -7.873
C -31.459 -3.121 -4.037
C -30.104 -2.750 -4.619
C -29.024 -3.331 -3.724
O -28.352 -4.350 -4.572
C -28.775 -4.192 -5.818
O -28.427 -4.711 -6.850
O -29.814 -3.326 -5.881
H -32.250 -2.876 -4.702
H -31.636 -2.651 -3.043
H -31.563 -4.209 -3.972
H -30.018 -1.686 -4.780
H -29.309 -3.856 -2.816
H -28.247 -2.562 -3.439
C -20.213 0.639 -7.216
C -18.874 0.013 -7.267
C -17.722 0.981 -7.002
O -17.351 0.705 -5.608
C -17.821 -0.542 -5.312
O -17.482 -1.166 -4.357
O -18.733 -0.916 -6.192
H -20.436 1.223 -6.299
H -20.909 -0.193 -7.270
H -20.246 1.273 -8.089
H -18.750 -0.566 -8.179
H -17.985 2.038 -6.969
H -16.877 0.812 -7.678
C -25.594 2.569 -7.952
C -25.964 3.943 -8.501
C -27.261 4.452 -7.929
O -26.847 5.429 -6.938
C -25.531 5.604 -7.044
O -24.939 6.369 -6.282
O -24.993 4.920 -8.024
H -24.581 2.386 -8.328
H -26.288 1.760 -8.204
H -25.579 2.619 -6.887
H -25.953 4.043 -9.575
H -27.745 3.622 -7.377
H -27.838 4.975 -8.628

HOMO level: -10.0 eV
E_LUMO: 0.3 eV
Charge: 0
Energy above the lowest of the compared OMol25 structures with the same formula, charge and spin: 0.0 kcal/mol
Energy: -4742.60955 Ha

=====

(3)
ORCA calculation (ωB97M-V/def2-TZVPD) on C17H24ClMoO3S4 as an isolated structure.

Cartesian coordinates (Å):
Mo -1.537 -0.522 0.377
C -2.089 2.244 -1.249
C -2.310 1.322 -2.431
S -1.745 -0.393 -2.035
C -3.187 -1.454 -2.412
C -4.233 -1.493 -1.316
S -3.426 -1.980 0.271
C -4.531 -1.344 1.605
C -3.726 -1.305 2.884
S -2.206 -0.289 2.767
C -2.874 1.434 2.851
C -2.417 2.291 1.690
S -2.948 1.452 0.162
H -2.539 3.224 -1.426
H -1.030 2.354 -0.995
H -1.721 1.645 -3.292
H -3.363 1.277 -2.711
H -2.753 -2.446 -2.573
H -3.617 -1.115 -3.355
H -4.969 -2.261 -1.562
H -4.747 -0.538 -1.170
H -5.354 -2.052 1.708
H -4.912 -0.359 1.324
H -3.362 -2.300 3.151
H -4.313 -0.929 3.723
H -2.513 1.866 3.788
H -3.963 1.373 2.890
H -1.330 2.407 1.644
H -2.899 3.270 1.745
C 5.436 -0.148 1.431
C 5.332 -0.158 -0.058
C 6.446 0.213 -0.789
C 6.501 0.096 -2.183
Cl 7.855 0.620 -3.039
C 5.421 -0.521 -2.864
C 4.298 -0.868 -2.174
C 4.181 -0.605 -0.782
O 2.953 -0.831 -0.311
C 2.458 -0.330 0.921
C 0.929 -0.220 0.788
O 0.352 0.767 0.305
O 0.201 -1.165 1.209
H 6.465 -0.354 1.718
H 4.806 -0.902 1.890
H 5.189 0.828 1.853
H 7.314 0.582 -0.262
H 5.488 -0.684 -3.927
H 3.454 -1.319 -2.673
H 2.869 0.660 1.150
H 2.660 -1.035 1.739

HOMO level (spin up / spin down): -17.3 / -17.6 eV
E_LUMO (spin up / spin down): -10.2 / -11.1 eV
Charge: +3
Spin multiplicity: 3
Energy: -3008.09032 Ha

=====

- Which of these has the lowest energy?
  C56H84O34